(1)
Computed, not measured: a structure of composition C11H22ORhS4, with the ωB97M-V functional and the def2-TZVPD basis.

Computed properties:
- Total energy: -60150.72801 eV
- Total charge: +1
- 2S+1: 5
- ⟨S²⟩: 6.06
- Highest occupied orbital energy (alpha / beta): -9.72 / -11.83 eV
- Molar mass: 401.47 g/mol
- Largest force on an atom: 0.984 eV/A
- Energy above the lowest of the compared OMol25 structures with the same formula, charge and spin: 0.140 eV
- Orbital gap (alpha / beta): 7.077 / 6.701 eV

Structure (XYZ):
```
39
Properties=species:S:1:pos:R:3:lowdin_spin:R:1
Rh 0.229 -0.124 0.391 1.91
C -3.216 -0.421 -0.306 0.06
C -3.170 0.707 0.714 0.00
S -1.669 1.734 0.685 0.07
C -1.748 2.318 -1.051 0.01
C -0.460 3.020 -1.421 0.01
S 1.004 1.924 -1.245 0.11
C 1.923 2.815 0.072 0.01
C 3.025 1.944 0.636 0.08
S 2.361 0.508 1.513 0.74
C -0.040 -0.869 3.022 0.06
C -0.667 -1.784 2.275 0.03
S -1.621 -1.141 -0.801 0.51
H -3.700 -0.100 -1.232 0.01
H -3.804 -1.247 0.099 0.01
H -3.195 0.324 1.733 0.00
H -4.020 1.376 0.569 0.00
H -2.591 3.009 -1.111 0.00
H -1.917 1.455 -1.697 0.00
H -0.291 3.887 -0.786 0.00
H -0.496 3.334 -2.465 0.00
H 1.222 3.072 0.867 0.00
H 2.331 3.714 -0.390 0.00
H 3.602 2.507 1.371 0.01
H 3.700 1.576 -0.137 0.02
H -0.568 -0.043 3.480 0.00
H 0.996 -0.990 3.301 0.00
H -1.740 -1.751 2.141 0.00
H -0.170 -2.684 1.940 0.00
C 1.713 -3.930 -0.388 0.01
O 1.675 -2.574 0.078 0.03
C 1.416 -1.565 -0.682 0.23
C 1.209 -1.752 -2.145 0.04
H 2.449 -4.042 -1.184 0.00
H 0.731 -4.237 -0.754 0.00
H 2.001 -4.539 0.467 0.00
H 0.355 -2.410 -2.342 0.01
H 2.095 -2.222 -2.577 0.00
H 1.047 -0.798 -2.643 0.00
```

***

(2)
Computed, not measured: a cluster of 2 separate species, C11H23BBr2ClN2O8P2S in total in a non-equilibrium geometry, with the ωB97M-V functional and the def2-TZVPD basis.

Computed properties:
- Total energy: -213830.61790 eV
- Total charge: +1
- 2S+1: 1
- Highest occupied orbital energy: -12.15 eV
- Molar mass: 611.40 g/mol
- Largest force on an atom: 6.394 eV/A
- Orbital gap: 8.559 eV

Structure (XYZ):
```
51
Properties=species:S:1:pos:R:3:nbo_charge:R:1
C 2.707 -1.993 -0.821 -0.46
N 1.928 -0.671 -0.777 -0.58
B 2.725 0.121 0.271 1.32
O 3.990 0.727 0.016 -0.90
O 2.259 0.236 1.608 -0.88
C 0.538 -1.028 -0.328 -0.11
C -0.420 0.155 0.066 -0.47
C -1.083 -0.116 1.507 -0.40
C -2.629 0.297 1.514 -0.43
C -3.504 -0.675 2.424 -0.62
S -5.133 -1.107 1.673 1.96
O -5.776 -2.236 2.422 -0.87
O -5.018 -1.509 0.242 -0.89
Cl -6.461 0.496 1.757 -0.18
C -0.241 -1.863 -1.461 0.05
Br -2.028 -2.463 -0.805 0.11
O -0.394 -0.991 -2.585 -0.54
C 0.915 -0.819 -3.141 -0.12
C 1.952 -0.074 -2.158 -0.53
P 3.646 -0.242 -3.079 1.36
O 3.545 0.814 -4.430 -0.93
O 3.802 -1.778 -3.781 -0.97
P 1.636 1.830 -2.089 1.03
O 3.157 2.604 -2.151 -0.97
Br 0.546 2.521 -3.931 -0.16
H 2.442 -2.649 0.062 0.26
H 2.476 -2.595 -1.731 0.27
H 3.816 -1.811 -0.704 0.25
H 4.636 0.011 0.179 0.51
H 3.057 0.300 2.162 0.52
H 0.544 -1.727 0.561 0.27
H -1.311 0.281 -0.618 0.26
H 0.040 1.172 0.145 0.25
H -0.546 0.467 2.307 0.24
H -1.077 -1.208 1.779 0.20
H -3.090 0.272 0.489 0.24
H -2.748 1.333 1.923 0.22
H -3.747 -0.169 3.405 0.28
H -2.977 -1.632 2.671 0.27
H 0.284 -2.812 -1.746 0.20
H 0.867 -0.310 -4.148 0.25
H 1.293 -1.867 -3.376 0.18
H 2.914 0.403 -5.054 0.48
H 3.169 -1.943 -4.503 0.48
H 3.069 3.486 -2.549 0.52
C -2.370 3.595 4.290 -0.72
C -2.148 2.214 4.800 0.29
N -1.972 1.141 5.206 -0.35
H -3.284 3.628 3.697 0.26
H -2.463 4.287 5.126 0.27
H -1.529 3.898 3.667 0.25
```

***

(3)
Computed, not measured: a cluster of 3 separate species, C11H23BNO3 in total, with the ωB97M-V functional and the def2-TZVPD basis.

Computed properties:
- Total energy: -20083.95588 eV
- Total charge: +1
- 2S+1: 1
- Highest occupied orbital energy: -12.65 eV
- Molar mass: 228.12 g/mol
- Largest force on an atom: 0.979 eV/A
- Orbital gap: 9.028 eV

Structure (XYZ):
```
39
Properties=species:S:1:pos:R:3:nbo_charge:R:1
C 3.981 0.035 -0.120 -1.04
B 3.210 -0.886 -1.110 1.06
O 3.853 -1.912 -1.767 -0.91
C 1.663 -0.749 -1.439 -0.41
C 0.751 -1.630 -0.558 -0.40
C -0.634 -1.049 -0.888 -0.50
C -0.292 0.383 -1.016 0.32
N 0.953 0.553 -1.253 -0.40
H 4.556 -0.607 0.549 0.27
H 3.345 0.672 0.489 0.22
H 4.720 0.637 -0.649 0.27
H 3.848 -2.733 -1.270 0.52
H 1.493 -1.031 -2.481 0.24
H 0.963 -1.421 0.484 0.26
H 0.912 -2.677 -0.787 0.24
H -1.345 -1.122 -0.069 0.28
H -1.073 -1.446 -1.802 0.26
H -1.014 1.175 -0.872 0.25
H 1.373 1.470 -1.307 0.44
C -5.637 -0.084 -1.382 -0.73
C -4.170 0.220 -1.514 0.62
O -3.426 0.173 -0.556 -0.59
C -3.680 0.585 -2.895 -0.72
H -5.869 -0.331 -0.350 0.24
H -6.226 0.781 -1.690 0.24
H -5.904 -0.923 -2.026 0.24
H -4.204 1.472 -3.254 0.25
H -3.880 -0.230 -3.591 0.24
H -2.611 0.789 -2.877 0.20
C 1.347 0.331 4.708 -0.73
C 1.344 0.498 3.214 0.62
O 1.170 -0.445 2.471 -0.59
C 1.567 1.894 2.688 -0.72
H 1.178 -0.712 4.963 0.24
H 2.306 0.654 5.117 0.24
H 0.564 0.945 5.154 0.24
H 2.533 2.271 3.025 0.25
H 0.792 2.564 3.063 0.24
H 1.544 1.888 1.600 0.20
```

***

(4)
Computed, not measured: a cluster of 6 separate species, C11H23Br10NO2 in total in a non-equilibrium geometry, with the ωB97M-V functional and the def2-TZVPD basis.

Computed properties:
- Total energy: -717786.28018 eV
- Total charge: 0
- 2S+1: 1
- Highest occupied orbital energy: -9.66 eV
- Molar mass: 1000.35 g/mol
- Largest force on an atom: 2.453 eV/A
- Energy above the lowest of the compared OMol25 structures with the same formula, charge and spin: 1.745 eV
- Orbital gap: 9.470 eV

Structure (XYZ):
```
47
Properties=species:S:1:pos:R:3:nbo_charge:R:1
Br 1.524 -5.498 0.787 -0.06
C 1.561 -4.058 -0.653 -0.42
C 2.256 -4.568 -1.892 -0.41
Br 2.083 -3.003 -3.157 -0.03
H 2.071 -3.180 -0.255 0.23
H 0.550 -3.651 -0.634 0.23
H 1.705 -5.384 -2.362 0.23
H 3.280 -4.894 -1.709 0.24
Br 0.912 6.449 -1.773 0.00
C 0.259 4.903 -2.730 -0.46
C -1.177 4.612 -2.304 -0.43
Br -2.444 6.153 -2.442 -0.04
H 0.912 4.079 -2.443 0.24
H 0.410 5.130 -3.786 0.22
H -1.104 4.350 -1.249 0.24
H -1.698 3.867 -2.905 0.23
Br 3.998 -0.549 -1.122 -0.01
C 2.979 1.191 -1.076 -0.44
C 2.901 1.907 0.298 -0.44
Br 2.064 3.772 0.303 -0.01
H 2.034 1.105 -1.613 0.21
H 3.513 1.887 -1.724 0.23
H 3.935 2.022 0.623 0.22
H 2.498 1.330 1.130 0.23
Br 0.549 -2.240 2.396 -0.03
C 0.198 -3.103 4.109 -0.45
C 1.369 -3.152 4.989 -0.43
Br 2.113 -1.334 5.381 -0.02
H -0.318 -4.040 3.895 0.24
H -0.532 -2.466 4.608 0.22
H 2.118 -3.753 4.472 0.23
H 1.138 -3.609 5.952 0.24
Br -5.694 -1.558 0.693 -0.06
C -5.556 0.412 0.063 -0.38
C -4.069 0.865 -0.101 -0.47
Br -3.846 2.703 -0.808 0.03
H -6.109 1.014 0.784 0.22
H -6.114 0.489 -0.871 0.22
H -3.611 0.126 -0.759 0.21
H -3.549 0.722 0.846 0.23
C -0.488 -0.408 -0.659 -0.51
N -0.247 0.937 -0.129 0.53
O -0.540 1.889 -0.817 -0.39
O -0.032 0.943 1.039 -0.35
H -0.504 -0.441 -1.748 0.23
H -1.469 -0.784 -0.367 0.24
H 0.171 -1.189 -0.280 0.23
```

***

(5)
Computed, not measured: a structure of composition C11H23Cl10NiO in a non-equilibrium geometry, with the ωB97M-V functional and the def2-TZVPD basis.

Computed properties:
- Total energy: -180073.12129 eV
- Total charge: +2
- 2S+1: 4
- ⟨S²⟩: 3.77
- Highest occupied orbital energy (alpha / beta): -14.92 / -14.92 eV
- Molar mass: 584.53 g/mol
- Largest force on an atom: 2.703 eV/A
- Orbital gap (alpha / beta): 7.835 / 2.395 eV

Structure (XYZ):
```
46
Properties=species:S:1:pos:R:3:lowdin_spin:R:1
Ni 2.127 -20.587 -7.498 1.31
C 1.189 -17.997 -8.959 0.05
O 1.052 -18.811 -7.814 0.56
H 1.037 -18.650 -9.818 0.03
H 0.466 -17.187 -9.064 0.00
H 2.188 -17.561 -8.973 0.01
Cl -2.408 -17.234 -5.852 0.10
C -3.253 -18.674 -6.493 0.01
C -2.319 -19.536 -7.331 0.00
Cl -3.155 -21.077 -7.730 0.00
H -4.082 -18.367 -7.130 0.01
H -3.815 -19.274 -5.777 0.00
H -1.484 -19.852 -6.707 0.00
H -1.932 -19.077 -8.241 0.00
Cl -3.884 -18.143 -11.709 0.00
C -2.830 -16.789 -12.064 0.00
C -1.563 -17.288 -12.587 0.00
Cl -0.439 -15.928 -13.007 0.00
H -2.567 -16.279 -11.138 0.00
H -3.392 -16.117 -12.712 0.00
H -1.680 -17.849 -13.514 0.00
H -1.023 -17.884 -11.850 0.00
Cl 4.037 -16.610 -6.919 0.00
C 5.753 -16.364 -7.415 0.00
C 6.526 -17.037 -6.381 0.00
Cl 8.252 -16.735 -6.729 0.00
H 5.986 -15.301 -7.364 0.00
H 5.852 -16.724 -8.440 0.00
H 6.353 -18.110 -6.453 0.00
H 6.370 -16.659 -5.370 0.00
Cl 1.256 -22.108 -9.551 0.01
C 2.254 -21.509 -10.929 0.00
C 3.668 -21.371 -10.673 0.00
Cl 4.041 -20.309 -9.353 0.02
H 1.812 -20.612 -11.362 0.00
H 2.120 -22.231 -11.735 0.00
H 4.071 -20.789 -11.501 0.00
H 4.214 -22.312 -10.606 0.00
Cl 0.226 -14.937 -4.985 0.44
C -0.809 -14.029 -6.113 0.11
C -0.394 -14.216 -7.604 0.05
Cl 0.998 -13.154 -8.107 0.23
H -0.888 -12.974 -5.854 0.00
H -1.781 -14.509 -6.000 0.04
H -1.177 -13.855 -8.271 0.00
H -0.183 -15.256 -7.854 0.00
```

***

(6)
Computed, not measured: a structure of composition C11H23EuN3O6 in a non-equilibrium geometry, with the ωB97M-V functional and the def2-TZVPD basis.

Computed properties:
- Total energy: -47856.22345 eV
- Total charge: +1
- 2S+1: 7
- ⟨S²⟩: 12.05
- Highest occupied orbital energy (alpha / beta): -9.68 / -9.81 eV
- Molar mass: 445.28 g/mol
- Largest force on an atom: 3.679 eV/A
- Energy above the lowest of the compared OMol25 structures with the same formula, charge and spin: 0.000 eV
- Orbital gap (alpha / beta): 5.429 / 5.574 eV

Structure (XYZ):
```
44
Properties=species:S:1:pos:R:3:lowdin_spin:R:1
O 1.491 -2.219 -2.126 0.00
H 1.372 -2.779 -2.911 0.00
Eu 0.654 -0.545 -0.293 6.10
N 1.833 1.410 0.739 -0.01
N -0.619 1.749 0.030 0.00
O 3.163 1.254 1.203 0.00
O -1.920 2.090 -0.438 0.00
C 1.364 2.648 0.914 0.00
C -0.002 2.842 0.485 0.00
C 2.155 3.728 1.558 0.00
C -0.670 4.166 0.547 0.00
H 3.194 3.410 1.669 0.00
H 1.753 3.958 2.555 0.00
H 2.116 4.654 0.973 0.00
H -1.752 4.045 0.451 0.00
H -0.324 4.820 -0.267 0.00
H -0.440 4.674 1.493 0.00
H 3.423 0.366 0.882 0.00
H -2.249 1.311 -0.921 0.00
O -0.597 -0.434 1.965 0.00
H -0.081 -0.277 2.778 0.00
H -1.089 0.399 1.804 0.00
C 0.688 0.394 -2.814 -0.06
H 1.412 -0.039 -3.512 0.00
H 0.936 1.433 -2.539 0.00
H -0.348 0.304 -3.176 0.00
O 3.116 -0.840 -0.596 -0.01
H 2.995 -1.552 -1.279 0.00
H 3.589 -0.142 -1.090 0.00
O 0.954 -2.738 0.348 -0.02
C -0.210 -3.411 0.704 0.00
C -1.386 -3.168 -0.244 0.00
C -2.196 -4.236 -0.631 0.00
C -3.274 -3.985 -1.480 0.00
C -3.507 -2.668 -1.897 0.00
C -2.632 -1.658 -1.481 0.00
N -1.588 -1.914 -0.659 -0.01
H 1.325 -2.803 -1.305 0.00
H -0.025 -4.497 0.707 0.00
H -0.521 -3.124 1.724 0.00
H -1.944 -5.226 -0.247 0.00
H -3.920 -4.800 -1.805 0.00
H -4.346 -2.413 -2.544 0.00
H -2.767 -0.621 -1.808 0.00
```